# 1
Entry from the OMol25 dataset: a molecular structure, C4H4I2O at a distorted geometry (ωB97M-V/def2-TZVPD).

Each line ends with the Löwdin charge.
Element x y z (Å)
1 C -0.3635 0.7556 0.4289  -0.229
2 C 0.3401 0.6469 -0.8889  -0.298
3 C -1.0965 -0.9759 1.8392  0.014
4 C 1.2157 -0.3139 -1.2315  -1.301
5 O -1.2053 -0.4118 0.6669  -0.189
6 I 2.2415 -1.4125 0.2098  0.857
7 I 1.8313 -0.4536 -3.2080  0.812
8 H 0.2435 0.8976 1.2507  0.063
9 H -1.1894 1.6305 0.5548  0.175
10 H -0.1417 1.2307 -1.6858  0.091
11 H -1.8757 -1.5936 2.0640  0.006

- relative energy (zero: lowest compared OMol25 entry of this formula, charge and spin) (kcal/mol) = 11.8
- spin multiplicity = 3
- HOMO-LUMO gap (spin up / spin down) (eV) = 6.8900 / 8.8147


# 2
Entry from the OMol25 dataset: a single C4H4IN molecule at a distorted geometry (ωB97M-V/def2-TZVPD).

Each line ends with the Löwdin charge.
Element x y z (Å)
1 C -0.7067 1.2184 -0.0603  0.073
2 C -1.3600 0.0372 0.1890  -0.243
3 C 1.3286 -0.3626 -0.6599  -0.578
4 C 0.5446 -1.2820 0.0061  -0.341
5 N -0.7717 -1.1161 0.1108  0.008
6 I 3.0742 0.3216 0.1172  0.856
7 H 0.2668 1.2101 -0.4524  -0.033
8 H -2.3832 -0.0293 0.5911  0.110
9 H -1.0094 2.2087 -0.1539  0.043
10 H 1.0169 -2.2060 0.3123  0.105

- relative energy (zero: lowest compared OMol25 entry of this formula, charge and spin) (kcal/mol) = 118.7
- HOMO-LUMO gap (spin up / spin down) (eV) = 7.1920 / 6.7771


# 3
Entry from the OMol25 dataset: a gas-phase ion, C4H4IN2O2 (charge -1) at a distorted geometry (ωB97M-V/def2-TZVPD).

Each line ends with the Löwdin charge.
Element x y z (Å)
1 C 0.0304 -1.8328 0.3828  -0.174
2 C -2.2929 -0.0747 -0.5548  -0.454
3 C -0.1370 0.7299 0.1720  -0.634
4 C 1.9751 -0.0756 -0.3470  -0.094
5 N -1.5622 0.6100 0.2797  -0.093
6 N 0.5293 -0.3084 -0.3147  -0.112
7 O 0.9883 -2.5609 0.3048  -0.134
8 O 0.2935 1.8619 0.4174  -0.021
9 I -4.4871 0.1437 -0.0772  0.372
10 H 2.1723 0.4582 -1.3553  0.101
11 H 2.0245 0.7030 0.5418  0.110
12 H 2.4254 -1.0133 -0.3190  0.020
13 H -1.9598 1.3588 0.8695  0.112

- relative energy (zero: lowest compared OMol25 entry of this formula, charge and spin) (kcal/mol) = 46.2
- net charge = -1
- HOMO-LUMO gap (eV) = 6.6833


# 4
Entry from the OMol25 dataset: a gas-phase ion, C4H4N (charge +1) at a distorted geometry (ωB97M-V/def2-TZVPD).

Each line ends with the Löwdin charge.
Element x y z (Å)
1 C -1.1065 -0.0625 -2.3616  0.348
2 C 0.4224 -0.0073 0.8302  0.203
3 C -0.9008 -0.2988 0.0126  -0.077
4 C 1.4606 0.4069 1.6727  0.103
5 N -1.0025 -0.0887 -1.2216  0.046
6 H -0.9912 -0.2336 -3.3656  0.114
7 H -1.5751 -0.9981 0.3675  0.104
8 H 1.2176 1.2040 2.3639  0.086
9 H 2.4754 0.0781 1.7020  0.075

- relative energy (zero: lowest compared OMol25 entry of this formula, charge and spin) (kcal/mol) = 41.8
- SMILES string = C#[N+]C=C=C
- net charge = +1
- HOMO-LUMO gap (spin up / spin down) (eV) = 8.5150 / 8.5111


# 5
Entry from the OMol25 dataset: a single C4H4N2 molecule at a distorted geometry (ωB97M-V/def2-TZVPD).

Each line ends with the Löwdin charge.
Element x y z (Å)
1 C -0.0399 0.9224 -1.1517  -0.082
2 C 0.6907 1.5486 -0.2832  0.028
3 C -1.0582 -0.0392 -1.3264  -0.050
4 C -0.9120 -0.6157 -0.1088  -0.056
5 N 0.0070 0.3098 0.5664  -0.184
6 N 1.0520 -0.2547 1.3383  0.041
7 H -1.5785 -0.3177 -2.1342  0.060
8 H -1.4491 -1.3911 0.3282  0.093
9 H 1.7593 -0.6204 0.8218  0.034
10 H 1.5287 0.4580 1.9497  0.115

- relative energy (zero: lowest compared OMol25 entry of this formula, charge and spin) (kcal/mol) = 167.4
- HOMO-LUMO gap (eV) = 9.2292


# 6
Entry from the OMol25 dataset: a molecular structure, C4H4N2 at a distorted geometry (ωB97M-V/def2-TZVPD).

Each line ends with the Löwdin charge.
Element x y z (Å)
1 C -1.1693 0.7720 -1.7552  0.062
2 C -0.5240 0.0353 -2.8363  -0.011
3 C -0.6353 -0.3073 -0.9429  -0.441
4 C 0.2680 0.2705 0.1750  -0.038
5 N 0.1444 -1.0524 -3.0260  0.018
6 N 0.2421 -1.3526 -1.7930  0.073
7 H -1.4221 -0.9298 -0.7300  0.115
8 H -0.1348 0.5504 1.1245  0.073
9 H 0.7811 1.0839 -0.2961  0.068
10 H 1.0732 -0.4759 0.3208  0.081

- relative energy (zero: lowest compared OMol25 entry of this formula, charge and spin) (kcal/mol) = 174.9
- HOMO-LUMO gap (eV) = 8.8457


# 7
Entry from the OMol25 dataset: 2 unconnected molecules or ions with the total composition C4H4N2 at a distorted geometry (ωB97M-V/def2-TZVPD).

Each line ends with the Löwdin charge.
Element x y z (Å)
1 C -0.4322 -1.1622 -0.0359  0.025
2 C 0.7100 -0.5954 0.3498  -0.194
3 C 1.9864 -1.2144 0.1130  -0.235
4 N 3.0253 -1.6982 -0.0517  0.141
5 C -0.3481 2.3699 -0.6555  -0.052
6 N -1.4473 2.3345 -0.2450  0.044
7 H -2.3898 2.3699 0.0920  0.074
8 H -0.4565 -2.1204 -0.5449  0.073
9 H -1.3778 -0.6674 0.1567  0.051
10 H 0.7301 0.3837 0.8215  0.073

- relative energy (zero: lowest compared OMol25 entry of this formula, charge and spin) (kcal/mol) = 52.0
- HOMO-LUMO gap (eV) = 10.9661


# 8
Entry from the OMol25 dataset: a single C4H4N2 molecule (ωB97M-V/def2-TZVPD).

Each line ends with the Löwdin charge.
Element x y z (Å)
1 C 1.1725 0.6470 -0.3926  -0.003
2 C -1.6436 -1.1474 -1.1971  0.070
3 N -1.4110 -0.3933 -0.2874  -0.165
4 N -1.2338 0.4930 0.5418  0.054
5 C 0.1606 0.9335 0.6630  -0.299
6 C 1.2592 -0.0615 0.6923  -0.003
7 H 1.4691 0.8305 -1.4137  0.097
8 H -1.6335 -2.2264 -1.1038  0.041
9 H 0.1806 1.8465 1.2582  0.111
10 H 1.6554 -0.8949 1.2482  0.097

- relative energy (zero: lowest compared OMol25 entry of this formula, charge and spin) (kcal/mol) = 124.3
- HOMO-LUMO gap (eV) = 9.5858


# 9
Entry from the OMol25 dataset: a single C4H4N2 molecule at a distorted geometry (ωB97M-V/def2-TZVPD).

Each line ends with the Löwdin charge.
Element x y z (Å)
1 N 0.8386 -1.3143 -0.1172  0.073
2 C 0.0313 -0.2265 0.2365  -0.346
3 C -0.3731 0.7357 -0.7429  -0.098
4 C -0.6985 1.4935 -1.6278  0.133
5 C -0.4125 -0.0813 1.6004  -0.355
6 N -0.8819 0.0020 2.6886  0.143
7 H 0.3358 -2.1793 -0.2965  0.102
8 H 1.4614 -1.1087 -0.8885  0.093
9 H 0.6493 0.4848 1.5953  0.223
10 H -0.9960 2.1764 -2.3975  0.033

- relative energy (zero: lowest compared OMol25 entry of this formula, charge and spin) (kcal/mol) = 128.9
- HOMO-LUMO gap (spin up / spin down) (eV) = 7.7797 / 7.7851


# 10
Entry from the OMol25 dataset: a molecular structure, C4H4N2 at a distorted geometry (ωB97M-V/def2-TZVPD).

Each line ends with the Löwdin charge.
Element x y z (Å)
1 C 1.7823 -0.3107 0.5354  0.102
2 C 0.6693 -0.9890 0.9223  -0.089
3 C 1.8156 0.7149 -0.3562  -0.151
4 C -1.6270 -0.3337 0.0752  0.011
5 N 0.5149 0.7620 -0.5745  0.047
6 N -0.0946 -0.1815 0.2238  -0.276
7 H 2.4913 1.3209 -0.8947  0.098
8 H -1.6507 0.4222 -0.7380  0.078
9 H -1.8159 -1.3986 -0.2248  0.094
10 H -2.0851 -0.0065 1.0313  0.085

- relative energy (zero: lowest compared OMol25 entry of this formula, charge and spin) (kcal/mol) = 154.8
- HOMO-LUMO gap (spin up / spin down) (eV) = 7.7226 / 7.7232


# 11
Entry from the OMol25 dataset: a single C4H4N2O molecule at a distorted geometry (ωB97M-V/def2-TZVPD).

Each line ends with the Löwdin charge.
Element x y z (Å)
1 C 0.1727 -0.9130 0.6968  -0.015
2 C -1.0214 -0.3722 0.9653  -0.076
3 C 0.2219 0.3987 -1.3867  -0.100
4 C 0.9199 0.2511 0.0285  -0.219
5 N -0.9639 0.7346 -1.1915  0.100
6 N -1.0970 0.9144 0.3105  -0.075
7 O 0.1950 1.3672 0.6172  -0.099
8 H 0.5838 -1.9465 0.8152  0.121
9 H -1.7740 -0.8134 1.5619  0.097
10 H 0.7766 0.2060 -2.3589  0.137
11 H 1.9863 0.1730 -0.0583  0.130

- relative energy (zero: lowest compared OMol25 entry of this formula, charge and spin) (kcal/mol) = 118.6
- SMILES string = C1=CN2N=C[C@H]1O2
- HOMO-LUMO gap (eV) = 10.1251


# 12
Entry from the OMol25 dataset: 2 unconnected molecules or ions with the total composition C4H4N2O (ωB97M-V/def2-TZVPD).

Each line ends with the Löwdin charge.
Element x y z (Å)
1 O -2.6085 -0.6055 -1.3507  0.083
2 C -1.6416 -0.1623 -0.7840  -0.446
3 C -0.7251 -1.1910 -0.0435  0.068
4 C 0.2003 -0.4378 0.4705  -0.070
5 N 0.6381 0.7092 0.6044  0.117
6 C -0.2241 1.5668 -0.0935  -0.163
7 N -1.2689 1.1847 -0.7331  0.147
8 H -0.9716 -2.2380 -0.0694  0.115
9 H 3.5339 -0.9693 0.9394  0.025
10 H 3.0125 -0.4716 1.1195  -0.005
11 H 0.0551 2.6147 -0.0594  0.129

- relative energy (zero: lowest compared OMol25 entry of this formula, charge and spin) (kcal/mol) = 89.0
- SMILES string = O=C1C=C=NC=N1.[H][H]
- HOMO-LUMO gap (eV) = 8.2047


# 13
Entry from the OMol25 dataset: a single C4H4N2O molecule at a distorted geometry (ωB97M-V/def2-TZVPD).

Each line ends with the Löwdin charge.
Element x y z (Å)
1 O -0.3427 2.6763 -0.3609  0.053
2 C -0.1388 1.4860 -0.2429  -0.490
3 C -0.9183 0.6144 0.6685  0.014
4 C -0.6503 -0.7072 0.7774  -0.065
5 N 0.3666 -1.2389 -0.0361  0.043
6 C 1.0219 -0.3972 -0.8679  -0.219
7 N 0.8661 0.8577 -1.0018  0.146
8 H -1.7070 1.0875 1.2521  0.115
9 H -1.2102 -1.3730 1.4301  0.118
10 H 0.9802 -2.0583 -0.1232  0.155
11 H 1.7364 -0.9405 -1.4995  0.130

- relative energy (zero: lowest compared OMol25 entry of this formula, charge and spin) (kcal/mol) = 16.3
- SMILES string = O=c1cc[nH]cn1
- HOMO-LUMO gap (eV) = 9.7866


# 14
Entry from the OMol25 dataset: a molecular structure, C4H4N2O at a distorted geometry (ωB97M-V/def2-TZVPD).

Each line ends with the Löwdin charge.
Element x y z (Å)
1 C -0.5419 0.3707 -0.7865  -0.420
2 C -0.2134 0.9914 0.4111  0.008
3 C 0.3616 -0.1259 1.1380  -0.479
4 C 0.5901 -1.2695 0.2154  -0.077
5 H -1.3357 -0.3883 -2.4730  0.243
6 H -1.7298 1.5171 -2.2217  0.143
7 H -0.9470 1.7977 1.0021  0.176
8 H 1.1627 -2.0809 0.6516  0.133
9 N -0.9101 0.7905 -2.0237  0.062
10 N 0.1691 -0.9545 -0.8980  0.109
11 O 0.8572 0.0628 2.2031  0.103

- relative energy (zero: lowest compared OMol25 entry of this formula, charge and spin) (kcal/mol) = 89.9
- HOMO-LUMO gap (eV) = 8.5703


# 15
Entry from the OMol25 dataset: a single C4H4N2O molecule (ωB97M-V/def2-TZVPD).

Each line ends with the Löwdin charge.
Element x y z (Å)
1 O 2.2567 -1.3910 0.1984  0.073
2 C 1.2133 -0.8230 -0.0350  -0.474
3 C 1.0890 0.6498 -0.0490  0.009
4 C -0.1240 1.2062 0.0282  -0.098
5 N -1.2650 0.3904 0.0581  0.019
6 C -1.0780 -0.9518 -0.2501  -0.182
7 N 0.0382 -1.5607 -0.3469  0.151
8 H 1.9963 1.2416 -0.0794  0.114
9 H -0.2982 2.2798 -0.0110  0.119
10 H -1.8097 0.4379 0.9109  0.142
11 H -2.0186 -1.4793 -0.4242  0.126

- relative energy (zero: lowest compared OMol25 entry of this formula, charge and spin) (kcal/mol) = 16.3
- SMILES string = O=c1cc[nH]cn1
- HOMO-LUMO gap (eV) = 10.1379


# 16
Entry from the OMol25 dataset: a single C4H4N2O molecule at a distorted geometry (ωB97M-V/def2-TZVPD).

Each line ends with the Löwdin charge.
Element x y z (Å)
1 N 1.2839 -0.1526 1.6847  0.190
2 C 1.2379 0.2914 0.6172  -0.235
3 C 0.9636 0.2438 -0.8316  -0.166
4 O -0.1741 -0.5858 -1.0352  -0.110
5 C -1.1021 -0.6824 0.0397  -0.166
6 C -0.9741 0.5287 0.8700  -0.235
7 N -0.8030 1.6613 1.0471  0.190
8 H 1.8400 -0.2705 -1.2259  0.131
9 H 0.8369 1.2037 -1.3494  0.134
10 H -2.1102 -0.5873 -0.3639  0.131
11 H -0.9989 -1.6504 0.5472  0.134

- relative energy (zero: lowest compared OMol25 entry of this formula, charge and spin) (kcal/mol) = 67.7
- SMILES string = N#CCOCC#N
- HOMO-LUMO gap (eV) = 11.2815


# 17
Entry from the OMol25 dataset: a single C4H4N2O molecule (ωB97M-V/def2-TZVPD).

Each line ends with the Löwdin charge.
Element x y z (Å)
1 O 1.0842 0.7476 -2.7135  0.041
2 C 0.7531 -0.2124 -2.0632  -0.311
3 C 0.6686 -0.3152 -0.6128  0.185
4 C -0.2016 -1.0155 0.1593  -0.255
5 N -0.8603 -0.7900 1.2597  0.033
6 C -0.6794 0.5026 1.6970  -0.301
7 N -0.0160 1.3638 1.0193  0.126
8 H 0.5055 -1.1910 -2.5658  0.142
9 H -0.2028 -2.0154 -0.3038  0.144
10 H -1.1426 0.7112 2.6703  0.120
11 H 0.0745 2.2624 1.5073  0.077

- relative energy (zero: lowest compared OMol25 entry of this formula, charge and spin) (kcal/mol) = 102.1
- HOMO-LUMO gap (eV) = 7.9016


# 18
Entry from the OMol25 dataset: a single C4H4N2O molecule at a distorted geometry (ωB97M-V/def2-TZVPD).

Each line ends with the Löwdin charge.
Element x y z (Å)
1 C 1.2554 -0.8177 0.0438  -0.049
2 C -0.1787 0.7670 -0.0239  -0.282
3 C -1.4712 1.0129 0.0101  0.014
4 C -0.2893 -0.6882 -0.0670  -0.254
5 H 1.8540 -1.3138 -0.7604  0.098
6 H 1.6473 -1.4254 1.0940  0.170
7 H 1.9285 1.3951 -0.5801  0.237
8 H -2.1607 1.7356 0.3076  0.088
9 N 1.1444 0.7259 0.0497  -0.001
10 N -1.4342 -1.1505 -0.0730  0.012
11 O -2.2956 -0.2408 -0.0010  -0.032

- relative energy (zero: lowest compared OMol25 entry of this formula, charge and spin) (kcal/mol) = 149.5
- SMILES string = c1onc2c1NC2
- HOMO-LUMO gap (eV) = 9.3942


# 19
Entry from the OMol25 dataset: a single C4H4N2O molecule at a distorted geometry (ωB97M-V/def2-TZVPD).

Each line ends with the Löwdin charge.
Element x y z (Å)
1 O -2.7502 -1.1029 -0.0006  0.031
2 C -2.0035 -0.1567 0.0412  -0.232
3 C -0.4706 -0.1201 0.2253  -0.091
4 C 0.1199 1.0957 -0.0183  -0.159
5 N 1.4595 1.0742 -0.2264  0.051
6 C 1.7961 -0.1839 -0.1058  -0.230
7 N 0.7725 -1.0275 0.1515  0.102
8 H -2.4643 0.8645 -0.1338  0.131
9 H -0.4070 2.0406 -0.0701  0.112
10 H 2.8401 -0.4934 -0.2042  0.128
11 H 1.1075 -1.9905 0.3411  0.156

- relative energy (zero: lowest compared OMol25 entry of this formula, charge and spin) (kcal/mol) = 31.8
- SMILES string = O=Cc1cnc[nH]1
- HOMO-LUMO gap (eV) = 10.1183


# 20
Entry from the OMol25 dataset: 2 unconnected molecules or ions with the total composition C4H4N2O (ωB97M-V/def2-TZVPD).

Each line ends with the Löwdin charge.
Element x y z (Å)
1 N 0.7692 -2.1948 -1.2550  0.183
2 C 0.0276 -1.6257 -0.5638  -0.222
3 C -0.9383 -1.0046 0.2579  -0.142
4 O -0.7207 0.0705 0.9575  -0.032
5 C 0.2978 0.8718 1.0577  -0.140
6 C 1.5403 0.6658 0.4188  -0.220
7 N 2.5922 0.5648 -0.0660  0.183
8 H -1.9254 -1.4200 0.3951  0.128
9 H -1.0895 0.8892 -1.5712  0.066
10 H -0.6837 1.4779 -1.3551  0.068
11 H 0.1304 1.7051 1.7239  0.128

- relative energy (zero: lowest compared OMol25 entry of this formula, charge and spin) (kcal/mol) = 114.5
- HOMO-LUMO gap (spin up / spin down) (eV) = 7.8463 / 7.8381